[1]
Formula: C3H5N3O
Source: the Open Molecules 2025 dataset
Level of theory: wB97M-V/def2-TZVPD

Cartesian coordinates (Å):
O -2.197 0.735 -0.397
C -1.588 -0.570 0.371
C -0.171 -0.339 0.262
N 0.337 0.547 -0.597
N 1.680 0.386 -0.425
C 1.899 -0.569 0.490
N 0.772 -1.053 0.953
H -1.408 1.190 -0.806
H -2.542 0.105 -1.049
H -2.007 -0.477 1.369
H 2.336 0.928 -0.962
H 2.890 -0.883 0.792

The total energy comes out at -356.700154 Eh. The HOMO energy is -7.36 eV. The charge is 0.

These are the Löwdin partial charges, in e, on atoms 1 to 6: 0.0135, -0.0425, -0.4580, 0.0306, -0.0055, -0.1889

---

[2]
Formula: C3H10NO
Source: the Open Molecules 2025 dataset
Level of theory: wB97M-V/def2-TZVPD

Cartesian coordinates (Å):
C -0.871 1.866 -1.670
N -1.400 0.927 -0.986
H -1.569 2.652 -1.931
H 0.209 1.850 -1.688
H -0.819 0.088 -0.664
H -2.376 0.880 -0.707
C 0.349 -0.892 1.188
O -0.028 -1.154 -0.183
C 1.810 -0.575 1.536
H -0.305 -0.140 1.621
H 0.140 -1.819 1.728
H 0.614 -1.802 -0.511
H 2.128 0.405 1.178
H 1.870 -0.600 2.623
H 2.491 -1.275 1.048

The total energy comes out at -250.008739 Eh. The HOMO energy is -14.97 eV. The charge is +1.

These are the Löwdin partial charges, in e, on atoms 1 to 6: 0.1671, 0.1831, 0.1233, 0.1263, 0.0758, 0.1586

---

[3]
Formula: C28H20F4N7Pt
Source: the Open Molecules 2025 dataset
Level of theory: wB97M-V/def2-TZVPD

Cartesian coordinates (Å):
Pt 0.162 1.537 0.572
C -0.837 -0.877 1.855
N -1.130 0.606 1.921
C -2.599 0.797 1.710
C -0.686 1.096 3.226
C -1.463 1.041 4.348
C -0.943 1.496 5.570
C 0.339 2.047 5.667
C 1.127 2.130 4.551
C 0.651 1.620 3.310
N 1.298 1.730 2.124
C 2.586 2.101 1.871
C 3.658 2.050 2.796
C 4.871 2.589 2.451
C 5.032 3.185 1.197
C 4.010 3.170 0.239
C 2.810 2.587 0.547
N 1.740 2.414 -0.443
C 1.400 3.695 -1.137
C 2.229 1.414 -1.462
H -1.441 -1.392 2.602
H 0.217 -1.059 2.046
H -1.104 -1.232 0.862
H -3.162 0.181 2.408
H -2.844 0.466 0.705
H -2.854 1.847 1.831
H -2.470 0.653 4.322
H -1.569 1.448 6.453
H 0.683 2.450 6.610
H 2.062 2.665 4.600
H 3.546 1.524 3.733
H 5.704 2.542 3.138
H 5.985 3.629 0.937
H 4.198 3.593 -0.738
H 2.254 4.052 -1.710
H 1.104 4.439 -0.401
H 0.576 3.499 -1.817
H 3.072 1.836 -2.009
H 1.414 1.206 -2.151
H 2.537 0.500 -0.960
F -0.427 1.697 -3.967
C -1.360 1.186 -4.786
C -1.201 1.301 -6.120
F -0.138 1.916 -6.577
C -2.173 0.760 -7.048
C -3.305 0.095 -6.432
C -3.443 -0.007 -5.088
F -4.495 -0.632 -4.593
C -2.484 0.544 -4.186
C -2.639 0.460 -2.804
C -1.751 0.973 -1.850
N -1.014 1.305 -1.025
C -3.758 -0.119 -2.114
N -4.656 -0.474 -1.490
F -4.224 -0.426 -7.199
C -2.032 0.864 -8.407
C -2.974 0.340 -9.342
N -3.681 -0.076 -10.148
C -0.916 1.507 -9.029
N -0.015 1.991 -9.553

The total energy comes out at -1979.902975 Eh. The HOMO energy is -16.26 eV. The charge is +3.

These are the Löwdin partial charges, in e, on atoms 1 to 6: 1.2735, -0.0101, -0.3324, -0.0249, -0.1578, 0.0506